Computed, not measured: a structure of composition C39H48N8OP2STi at a distorted geometry, with the ωB97M-V functional and the def2-TZVPD basis.

total charge = +3
spin multiplicity = 2
calculated total energy = -107699.602 eV
relative energy (zero: lowest compared OMol25 entry of this formula, charge and spin) = 37.7 kcal/mol
Kohn-Sham gap (alpha / beta) = 0.19533 / 0.20533 Ha

```
100
Properties=species:S:1:pos:R:3:forces:R:3
H -4.1192 1.7834 3.9705 -0.1 0.0 0.0
H 0.9912 -3.1459 -3.0537 0.1 0.0 0.0
C -0.8493 1.9640 3.0758 0.0 -0.4 -0.1
H -2.6004 2.7100 -3.1869 -0.1 0.0 -0.1
H 4.0960 3.0212 0.3996 0.0 0.1 0.1
H 1.4427 0.7228 -2.0623 0.1 0.2 -0.1
H 1.4032 -4.8479 -1.5959 0.0 0.0 0.0
H 3.0856 -1.0661 2.7707 0.1 0.0 0.1
H 4.5866 1.6198 2.5095 0.0 0.0 0.1
H 3.9782 3.2665 5.0245 -0.1 0.1 -0.1
H -2.6658 0.3661 -2.8103 0.1 -0.1 0.1
C -5.4937 -1.6346 1.2599 -0.3 -0.4 0.2
S 6.0984 2.1576 4.9367 -0.2 0.1 0.0
H 7.0635 -2.1377 1.6150 0.1 -0.1 0.0
C 1.3519 -0.9571 4.8713 0.0 0.1 -0.1
C -3.0784 3.5806 3.4478 0.0 -0.1 0.0
H 6.7708 -0.9388 -0.5168 0.1 0.0 -0.1
C -1.8623 4.1419 3.0950 0.1 0.1 0.0
H 4.6749 0.2715 -0.9810 0.1 0.0 0.0
H 3.6916 1.0554 3.9222 0.0 -0.1 -0.1
C 3.9072 3.6611 -1.6248 0.1 0.0 0.0
C 1.3319 1.0524 6.7895 0.0 0.1 0.0
C 0.1882 -2.4629 -1.1811 0.3 -1.8 0.2
C 4.6192 2.9530 4.1995 0.4 -0.5 0.2
C 3.7686 -0.2824 0.8895 -0.6 -0.3 -0.2
H -0.1012 -4.1112 1.5697 0.0 0.1 -0.1
C 2.4831 2.3372 -3.0391 0.0 0.0 -0.1
C -3.1998 -0.8355 1.0061 0.2 0.1 0.0
P 0.4473 0.6943 2.8139 1.0 1.7 1.0
C 2.6725 1.8246 -0.6875 -0.3 -0.5 0.0
H 0.1951 3.8017 2.6443 0.1 0.0 -0.1
H -6.3662 -2.9969 2.4989 0.0 0.0 0.0
H -1.8185 -0.4173 -1.5038 -0.3 0.4 -0.4
C 0.9468 0.3329 4.5301 -0.3 -0.5 -0.5
C 2.1245 1.5673 -1.9479 0.0 -0.2 0.2
H -1.7687 5.2106 2.9849 0.0 0.1 0.0
H 1.4688 -3.2888 1.4554 -0.1 0.0 -0.1
H -0.1611 5.0030 -0.5177 0.1 0.1 0.1
C 3.5911 2.8611 -0.5402 0.0 -0.1 0.1
N -2.0180 0.4184 -2.0403 -0.1 -0.3 0.0
C 1.7672 -1.2279 6.1631 0.1 -0.1 0.1
C -1.4680 4.0153 -1.9255 0.1 -0.4 0.0
C 2.6102 2.4781 2.7438 0.3 0.3 0.2
N 1.7971 1.4712 2.0556 -0.6 -1.1 -0.4
H 7.4041 2.9626 3.0768 0.1 0.1 0.0
H 0.4426 2.9001 0.6196 -0.1 0.0 -0.2
C 3.3635 3.3961 -2.8716 -0.1 -0.1 0.0
H 0.8909 -5.4866 -0.0387 0.0 0.1 0.1
H 2.8061 3.3049 2.0524 -0.1 0.0 0.1
H 4.9380 3.8310 3.6419 0.0 0.1 0.0
H 2.0879 -2.2216 6.4354 0.0 -0.1 0.0
N -6.6284 -1.3101 0.6500 0.0 0.0 0.1
N -2.0588 -0.5417 0.9889 -1.1 -0.5 0.4
C 0.4372 -3.2941 1.0879 0.0 0.4 0.6
C -3.1804 2.2115 3.6522 0.0 0.0 0.1
C -2.0710 1.4085 3.4692 0.1 0.0 0.0
H 2.0099 2.8693 3.5711 0.1 0.1 -0.1
C 5.9726 -0.9535 0.2092 0.0 0.0 0.0
C -0.7468 3.3415 2.9055 0.1 -0.2 0.0
H -1.7579 4.9177 -2.4383 0.0 0.1 -0.1
C -1.5746 1.6315 -1.6338 -0.2 0.4 -0.2
H 4.6062 4.4741 -1.5086 0.1 0.1 0.0
N 0.4046 -3.4825 -0.3502 -0.3 1.6 -0.8
H 0.5277 2.3146 5.2569 0.0 0.0 0.1
C 0.0859 -2.6891 -2.6573 0.0 0.3 0.0
C 3.9036 -1.0347 2.0577 -0.1 0.1 -0.1
H -2.1237 0.3373 3.6532 -0.1 0.1 0.0
H -0.3009 -5.2113 -1.3109 0.0 0.0 0.0
O 0.0403 -1.2832 -0.7282 0.3 -1.1 -1.2
H -0.7431 -3.3563 -2.8946 0.0 -0.1 0.1
H 2.0960 2.1106 -4.0213 -0.1 0.0 -0.1
H -7.5132 -1.7314 0.8812 0.0 0.0 0.0
H -3.9494 4.2035 3.5736 -0.1 0.1 0.1
H 1.3091 1.8290 7.5398 0.0 0.0 0.0
C -0.2587 2.8980 -0.2072 0.2 0.9 -0.1
H -0.0710 -1.7348 -3.1621 0.0 -0.1 0.1
C -1.9468 2.7950 -2.3331 0.1 0.0 0.1
P 2.2026 0.6160 0.5942 1.3 1.3 0.6
C 5.0946 -1.6843 2.3257 -0.1 0.0 0.0
C 4.7938 -0.2758 -0.0558 -0.2 0.1 0.1
N -5.4975 -2.5760 2.2061 -0.1 0.1 -0.1
Ti -0.2429 0.0436 0.4703 0.4 0.1 1.5
H 1.3148 -1.7505 4.1322 0.1 0.0 0.0
H 2.0867 -0.4389 8.1289 0.0 0.0 0.0
H 8.3515 2.7600 4.5697 0.1 0.0 0.0
C 0.9120 1.3328 5.5014 -0.1 0.0 -0.2
H -6.6142 -0.5858 -0.0500 0.0 0.0 0.1
C 6.1325 -1.6351 1.4054 0.0 0.0 -0.1
C 0.6092 -4.8250 -0.8518 0.1 -0.7 -0.5
N -4.4206 -0.9878 0.8489 -0.1 0.4 -0.4
C 3.9159 1.9333 3.3139 -0.2 0.3 0.0
N -0.7505 1.6914 -0.5668 -0.4 0.5 -0.8
C 7.4151 3.1163 4.1532 -0.4 -0.1 0.0
H 7.2765 4.1638 4.4024 0.2 0.1 0.0
H -0.0509 -2.3436 1.3684 0.2 -0.6 -0.1
H 5.2238 -2.2225 3.2515 0.0 -0.1 0.1
C -0.5841 4.0677 -0.8439 0.1 -0.3 0.3
H 3.6371 3.9990 -3.7222 0.1 0.1 -0.1
C 1.7676 -0.2227 7.1199 0.0 0.0 -0.1
H -4.6661 -2.8692 2.6896 0.1 0.1 -0.1
```
Positions in Å, forces in eV/Å.

=====

Computed, not measured: a structure of composition C39H49BN11O2SV at a distorted geometry, with the ωB97M-V functional and the def2-TZVPD basis.

total charge = +3
spin multiplicity = 2
calculated total energy = -98903.490 eV
relative energy (zero: lowest compared OMol25 entry of this formula, charge and spin) = 52.7 kcal/mol
Kohn-Sham gap (alpha / beta) = 0.10366 / 0.13770 Ha

```
104
Properties=species:S:1:pos:R:3:forces:R:3
C 3.5395 -3.7460 -2.8082 -0.1 -0.1 0.0
H 0.3260 1.3651 -1.8024 0.0 0.0 0.2
C 2.5461 -3.6928 1.3125 0.0 0.3 0.0
N 2.3200 0.4230 5.2811 -1.3 0.8 0.0
B -3.7631 1.8231 -2.7877 0.1 -0.2 0.2
C -0.0517 -1.9538 -0.6372 0.9 -0.2 -0.3
H 6.5490 -0.2818 6.7673 0.1 0.0 0.1
H -4.4417 -0.0107 -5.3965 0.1 0.0 0.0
H 5.4009 -0.9381 -3.0646 0.1 0.1 -0.1
N -1.8066 2.3980 -1.4941 0.7 -0.1 0.1
H -0.6436 5.1889 -2.6849 0.1 0.2 -0.1
H -5.5861 -1.3135 -5.0148 0.0 0.0 0.0
H 2.6492 -4.0067 2.3508 -0.1 -0.1 0.0
H 5.6471 -3.3784 -2.8204 0.1 -0.1 0.0
H -5.4361 -2.4453 -2.6016 -0.1 -0.2 0.0
H -0.4791 0.8570 2.2426 0.2 0.0 -0.1
H -4.1998 0.8278 2.3677 0.0 0.1 0.1
H 3.6506 -4.8180 -2.7926 0.0 -0.1 0.0
N -4.4027 2.2140 -1.3984 -0.7 0.5 -0.8
H 7.1931 -3.3123 4.6809 0.1 0.0 0.0
H 3.6026 -2.3803 -0.0642 0.0 0.1 -0.2
C -4.0344 -1.3325 -1.3112 -0.7 -0.6 -0.4
C 0.6955 1.2006 -0.7963 0.4 0.3 -0.7
C 5.8628 -1.8323 5.4443 -0.9 0.5 -0.2
H 3.4957 -1.7684 1.5898 0.0 0.1 0.1
C -1.1169 4.2459 -2.4999 -0.1 -0.4 0.4
C -4.7776 -1.6133 -2.4533 0.4 0.4 0.3
H -1.5634 4.6024 -5.1586 0.0 0.0 0.0
C 4.5263 -1.5630 -2.9859 0.1 -0.1 0.0
C -5.1670 -0.3709 -4.6709 0.0 0.2 -0.2
O 0.5238 -0.1428 -3.5145 0.2 -0.1 -0.2
C 3.4897 -0.3308 5.3212 1.4 -0.9 -0.1
C 3.2671 -0.9975 -3.0365 -0.3 -0.1 0.0
C -6.4156 3.5065 -2.1060 0.0 0.0 -0.2
H 3.1186 0.2701 3.0088 -0.1 -0.1 0.1
C 1.1323 -3.1511 1.1285 0.1 -0.3 0.8
H -5.8630 4.1665 -2.7711 0.0 0.1 -0.1
C -0.5600 4.0113 -0.0078 0.0 0.0 0.1
H 0.5307 3.9886 -0.0014 0.0 -0.1 0.1
N -2.3454 2.4209 -2.7327 -0.3 0.2 -1.2
H -2.1862 2.9600 -5.4128 0.0 0.0 -0.1
H -5.2178 -2.2360 0.1635 0.0 0.0 0.0
H 7.0774 -3.2330 6.4421 0.1 -0.1 -0.1
N -3.8228 1.8019 -0.2417 -0.8 0.6 0.8
H -4.8578 2.3777 2.8924 0.1 0.0 0.1
C 2.1282 -1.7938 -2.8880 0.5 -0.1 -0.2
N -3.6927 0.2926 -2.7441 -0.3 0.1 -1.1
H -0.9474 3.4450 0.8429 0.1 0.1 -0.1
C 3.6187 -1.5261 4.5911 -0.4 0.7 0.6
H -3.6459 -2.9912 -0.0038 0.1 0.1 0.1
H -1.0374 -1.0299 -2.1144 0.5 -0.4 0.0
H -3.7885 -1.4212 0.8183 -0.2 -0.2 0.0
H 4.4643 1.0011 6.6996 0.0 0.1 0.1
H 1.3998 -3.8214 -2.8475 -0.1 -0.1 0.1
H 3.1448 0.0585 -3.2170 0.0 0.1 0.0
C 2.5259 0.8427 0.6808 -0.2 0.0 -0.1
C 2.2732 -3.1852 -2.8062 0.0 0.3 -0.4
H 7.9803 -1.9974 5.6032 0.1 0.0 -0.1
C 0.8270 -1.1126 -2.8622 -0.1 0.2 0.1
C -4.1705 1.9083 2.1942 0.1 -0.1 0.0
N -0.1664 -1.5413 -1.9343 -0.6 0.1 -0.4
H 1.5894 -3.0934 -0.9335 -0.2 0.2 0.1
O 0.4030 1.1611 4.2951 -0.9 0.3 -0.2
C 5.7222 -0.6390 6.1731 0.1 -0.7 -0.4
H 0.3898 -3.9212 1.3650 0.1 0.1 0.0
H 2.7446 1.2126 -1.4129 0.0 0.0 -0.1
C -1.9141 3.5185 -3.3881 0.3 -0.1 0.6
C 1.5078 0.6928 4.2092 1.1 -0.3 0.8
C 2.0621 1.0918 -0.5892 -0.2 0.0 0.2
H -0.8558 5.0533 0.1191 0.0 0.0 0.0
C -1.1126 3.5398 -1.3058 0.4 1.1 -0.3
C -4.5599 -0.5597 -3.3389 0.3 -0.2 0.6
H -3.1579 2.2712 2.4056 -0.1 0.0 0.1
S -1.2346 -1.4382 0.4497 -1.0 0.1 0.6
H -6.8889 2.7422 -2.7206 0.0 -0.1 0.0
C 4.5553 0.0867 6.1338 -0.6 0.1 -0.6
C 4.6652 -2.9363 -2.8553 -0.1 0.1 0.0
C -4.5695 2.2234 0.7967 -0.8 0.5 0.5
H 2.6796 -4.5802 0.6909 0.0 -0.1 0.0
V -2.2055 0.9134 -0.4008 1.1 -1.5 0.5
C 7.0996 -2.6332 5.5258 0.5 -0.4 0.4
H 0.9392 -2.3034 1.7963 0.1 0.0 -0.1
H -3.2599 4.2344 -4.8717 -0.1 0.1 0.0
H 2.0377 0.8760 6.1437 -0.2 -0.2 -0.2
C 0.2569 0.9121 1.4453 0.1 -0.1 1.0
C 4.7774 -2.2636 4.6654 0.8 0.2 0.4
C -5.6550 2.9182 0.2912 0.5 -0.3 0.1
H 4.8488 -3.1991 4.1289 0.1 -0.1 -0.1
N 2.1161 0.4200 2.9822 0.2 0.1 -0.5
C -2.2462 3.8448 -4.7835 -0.2 -0.1 -0.3
N -3.3223 -0.2059 -1.5346 0.7 -0.5 -0.1
N 0.9417 -2.7179 -0.2386 -0.5 0.3 -0.5
H -6.4472 3.3781 0.8439 -0.2 0.1 0.2
H -7.1953 4.0785 -1.6131 0.0 0.0 0.0
C 3.6235 -2.6625 0.9850 -0.1 -0.3 0.1
C -5.5212 2.8977 -1.1043 0.3 -0.2 0.5
H -4.3956 2.2245 -3.6868 -0.2 0.1 -0.3
C -4.1611 -2.0311 -0.0078 0.0 -0.1 0.2
C 1.6160 0.7360 1.7402 -0.1 0.1 0.1
H -5.9762 0.3579 -4.6334 -0.1 0.1 0.0
H 2.7788 -1.9079 4.0318 -0.2 0.0 -0.1
H 3.5830 0.7422 0.8675 0.2 0.0 0.0
H 4.6059 -3.0736 1.1966 0.1 0.0 0.0
N -0.1831 1.1107 0.2014 0.1 0.4 -0.2
```
Positions in Å, forces in eV/Å.